No. 1
Below is a cluster of 14 separate species, C24H37Cl21N4O9 in total at a distorted geometry, with properties calculated with wB97M-V/def2-TZVPD.

Properties
Frontier orbital gap = 10.3 eV
Energy = -312843.735 eV
LUMO energy = -0.11 eV
Molar mass = 1270.09 g/mol
Net charge = 0

CARTESIAN COORDINATES (ANGSTROEM)
C (-3.018, 4.738, 0.198)
C (-2.285, 5.732, 0.889)
N (-1.660, 6.530, 1.462)
H (-4.016, 5.141, 0.026)
H (-3.232, 3.855, 0.801)
H (-2.572, 4.534, -0.776)
C (2.259, -3.051, -3.472)
C (1.834, -2.021, -2.527)
N (1.527, -1.227, -1.801)
H (2.990, -3.732, -3.036)
H (2.713, -2.569, -4.338)
H (1.432, -3.655, -3.844)
C (0.560, -0.243, 1.219)
C (-0.615, 0.433, 0.861)
N (-1.574, 1.031, 0.571)
H (0.722, -0.303, 2.295)
H (1.386, 0.359, 0.843)
H (0.652, -1.236, 0.778)
C (-1.857, 0.606, -2.717)
C (-2.232, 1.974, -3.040)
N (-2.556, 3.036, -3.300)
H (-1.999, 0.002, -3.614)
H (-2.392, 0.274, -1.828)
H (-0.803, 0.544, -2.446)
C (8.960, -0.028, 0.179)
O (7.641, -0.291, -0.280)
C (6.751, 0.762, -0.455)
O (6.764, 1.831, 0.147)
O (5.811, 0.380, -1.313)
C (4.680, 1.139, -1.471)
H (9.088, 0.360, 1.190)
H (9.475, 0.641, -0.511)
H (9.492, -0.978, 0.233)
H (4.328, 1.115, -2.502)
H (4.880, 2.196, -1.289)
H (3.847, 0.808, -0.852)
C (-5.328, 0.877, -0.168)
O (-6.470, 1.777, 0.078)
C (-6.653, 2.939, -0.551)
O (-7.657, 3.635, -0.286)
O (-5.693, 3.203, -1.513)
C (-5.894, 4.409, -2.303)
H (-4.439, 1.506, -0.208)
H (-5.513, 0.259, -1.046)
H (-5.193, 0.246, 0.711)
H (-6.848, 4.316, -2.822)
H (-5.084, 4.428, -3.032)
H (-5.953, 5.352, -1.761)
C (-0.639, -4.242, -1.320)
O (-0.981, -4.265, -2.702)
C (-1.746, -3.286, -3.230)
O (-2.299, -2.368, -2.594)
O (-1.759, -3.336, -4.548)
C (-1.486, -4.490, -5.265)
H (-1.462, -4.735, -0.803)
H (-0.535, -3.268, -0.842)
H (0.156, -4.982, -1.224)
H (-0.412, -4.644, -5.372)
H (-1.804, -4.479, -6.308)
H (-1.812, -5.507, -5.048)
C (0.279, -2.536, 5.843)
Cl (-1.256, -1.699, 5.734)
Cl (1.506, -1.889, 4.735)
Cl (0.060, -4.232, 5.736)
H (0.645, -2.396, 6.860)
C (0.639, 3.586, -3.430)
Cl (0.670, 3.362, -1.662)
Cl (0.633, 2.066, -4.366)
Cl (2.038, 4.522, -4.031)
H (-0.271, 4.145, -3.650)
C (1.294, 3.483, 1.981)
Cl (1.468, 5.213, 2.259)
Cl (1.133, 2.727, 3.584)
Cl (2.800, 2.931, 1.144)
H (0.405, 3.228, 1.404)
C (5.183, -1.383, 3.632)
Cl (5.541, -1.863, 5.329)
Cl (4.008, 0.024, 3.703)
Cl (4.314, -2.740, 2.790)
H (6.077, -0.973, 3.163)
C (-2.440, 2.443, 5.050)
Cl (-2.053, 3.696, 3.859)
Cl (-1.070, 2.158, 6.130)
Cl (-2.612, 0.969, 4.056)
H (-3.368, 2.723, 5.549)
C (1.730, -5.719, 2.026)
Cl (0.202, -6.624, 1.702)
Cl (2.166, -5.876, 3.755)
Cl (1.595, -4.017, 1.510)
H (2.538, -6.249, 1.523)
C (-3.051, -2.103, 1.981)
Cl (-1.454, -2.680, 2.428)
Cl (-4.174, -2.534, 3.220)
Cl (-3.562, -2.777, 0.426)
H (-3.086, -1.016, 1.906)

These are the Mulliken partial charges, in e, on atoms 1 to 8: C 0.047; C -0.010; N -0.448; H 0.231; H 0.140; H 0.048; C -0.800; C 0.290

---

No. 2
Below is a structure of composition C48H49N5O2S2Ti, with properties calculated with wB97M-V/def2-TZVPD.

Properties
2S+1 = 3
Frontier orbital gap (alpha / beta) = 6.9 / 6.8 eV
Energy = -106908.180 eV
LUMO energy (alpha / beta) = 0.17 / -0.82 eV
Molar mass = 839.95 g/mol
Net charge = 0

CARTESIAN COORDINATES (ANGSTROEM)
Ti (-0.232, -0.088, 0.320)
S (1.136, -0.105, -1.743)
C (2.024, 1.343, -1.425)
N (3.269, 1.489, -1.954)
C (3.845, 2.818, -2.004)
C (3.662, 3.469, -0.652)
N (2.251, 3.455, -0.298)
C (1.736, 4.671, 0.318)
C (1.591, 5.783, -0.695)
C (2.307, 6.966, -0.565)
C (2.181, 7.976, -1.510)
C (1.340, 7.805, -2.598)
C (0.621, 6.623, -2.735)
C (0.745, 5.618, -1.790)
C (1.470, 2.398, -0.651)
S (-0.177, 2.344, -0.108)
C (4.145, 0.361, -2.236)
C (4.583, 0.271, -3.674)
C (3.639, 0.085, -4.680)
C (4.042, -0.034, -6.001)
C (5.392, 0.031, -6.328)
C (6.336, 0.217, -5.330)
C (5.930, 0.337, -4.007)
H (3.354, 3.416, -2.778)
H (4.901, 2.735, -2.257)
H (4.008, 4.502, -0.666)
H (4.239, 2.917, 0.100)
H (2.432, 4.971, 1.105)
H (0.782, 4.438, 0.785)
H (2.965, 7.101, 0.287)
H (2.744, 8.894, -1.396)
H (1.241, 8.589, -3.337)
H (-0.041, 6.488, -3.580)
H (0.179, 4.699, -1.894)
H (3.607, -0.539, -1.959)
H (5.026, 0.431, -1.586)
H (2.588, 0.031, -4.418)
H (3.304, -0.182, -6.778)
H (5.704, -0.065, -7.360)
H (7.388, 0.268, -5.579)
H (6.666, 0.469, -3.221)
C (-3.262, 0.812, 3.779)
C (-2.425, 1.575, 2.754)
C (-3.231, 1.991, 1.546)
C (-4.030, 3.125, 1.629)
C (-4.795, 3.543, 0.554)
C (-4.747, 2.833, -0.634)
C (-3.960, 1.694, -0.760)
C (-3.885, 1.007, -2.104)
C (-5.128, 0.178, -2.434)
C (-3.229, 1.257, 0.355)
N (-2.412, 0.100, 0.244)
C (-2.973, -1.062, 0.072)
C (-2.194, -2.199, -0.219)
C (-2.522, -3.552, -0.357)
C (-1.319, -4.214, -0.595)
C (-0.315, -3.239, -0.589)
N (-0.836, -2.024, -0.365)
H (-2.662, 0.545, 4.649)
H (-3.651, -0.110, 3.342)
H (-4.113, 1.408, 4.114)
H (-1.578, 0.951, 2.466)
H (-2.002, 2.475, 3.208)
H (-4.039, 3.691, 2.553)
H (-5.408, 4.432, 0.634)
H (-5.310, 3.178, -1.494)
H (-2.994, 0.382, -2.162)
H (-3.765, 1.780, -2.866)
H (-5.260, -0.643, -1.728)
H (-5.054, -0.249, -3.434)
H (-6.028, 0.794, -2.392)
H (-4.055, -1.167, 0.149)
H (-3.508, -3.984, -0.297)
H (-1.180, -5.271, -0.756)
H (0.749, -3.366, -0.728)
C (6.327, -3.123, -3.058)
C (6.177, -2.630, -1.643)
C (7.299, -2.186, -0.948)
C (7.202, -1.734, 0.357)
C (5.967, -1.705, 0.982)
C (4.836, -2.144, 0.303)
N (3.554, -2.026, 0.900)
C (3.187, -2.489, 2.136)
C (3.936, -3.478, 2.792)
C (3.499, -4.018, 3.985)
C (2.302, -3.617, 4.567)
C (1.547, -2.652, 3.932)
C (1.980, -2.064, 2.746)
C (1.142, -1.029, 2.124)
O (-0.116, -0.978, 2.276)
O (1.649, -0.184, 1.306)
C (4.928, -2.625, -1.009)
C (3.700, -3.140, -1.714)
H (7.374, -3.103, -3.361)
H (5.768, -2.500, -3.761)
H (5.963, -4.146, -3.164)
H (8.263, -2.199, -1.442)
H (8.085, -1.391, 0.881)
H (5.860, -1.333, 1.993)
H (2.983, -1.265, 0.548)
H (4.853, -3.829, 2.340)
H (4.099, -4.780, 4.467)
H (1.967, -4.059, 5.495)
H (0.602, -2.321, 4.341)
H (2.810, -2.570, -1.449)
H (3.509, -4.182, -1.442)
H (3.810, -3.096, -2.796)

These are the Mulliken partial charges, in e, on atoms 1 to 8: Ti -0.106; S -0.279; C 0.150; N 0.575; C -0.683; C -0.946; N 0.316; C -1.611

---

> Which of these has the highest energy?

C48H49N5O2S2Ti

---

> What is the formula in the first record?

C24H37Cl21N4O9

---

> Look up the net charge of the second one.

0